[1]
2 unconnected molecules or ions with the total composition C3H9NO2. Source: OMol25; level of theory: the ωB97M-V functional and the def2-TZVPD basis.

Properties
E: -324.93460 hartree
energy relative to the best compared isomer or geometry (same formula, charge and spin): 99.8 kJ/mol
E_LUMO: 0.4896 eV
SMILES string: CCNC=O.O
gap between HOMO and LUMO: 9.64 eV

The geometry in ORCA input format:
```
! RIJCOSX wB97M-V def2-TZVPD def2/J DEFGRID3
* xyz 0 1
C 0.79 0.04 1.51
N 0.26 0.20 0.25
C 0.14 -0.70 -0.88
C 0.58 -2.13 -0.65
O 0.70 0.92 2.34
H 1.31 -0.91 1.71
H -0.18 1.09 0.05
H 0.68 -0.22 -1.71
H -0.87 -0.70 -1.30
H 0.92 -2.59 -1.57
H -0.23 -2.70 -0.17
H 1.39 -2.19 0.08
H -2.05 2.50 -1.84
H -2.56 1.07 -2.05
O -1.83 1.60 -1.68
*
```

[2]
A single C27H33F3N2O3 molecule. Source: OMol25; level of theory: the ωB97M-V functional and the def2-TZVPD basis.

Properties
E: -1683.55120 hartree
energy relative to the best compared isomer or geometry (same formula, charge and spin): 1.4 kJ/mol
E_LUMO: 0.5626 eV
SMILES string: Cc1cccc(COC[C@@H](CC(C)C)N2CCN(C(=O)c3ccc(C(F)(F)F)cc3)CCC2=O)c1
gap between HOMO and LUMO: 9.71 eV

The geometry in ORCA input format:
```
! RIJCOSX wB97M-V def2-TZVPD def2/J DEFGRID3
* xyz 0 1
C -2.06 -3.78 -1.72
C -1.24 -3.48 -0.50
C 0.11 -3.18 -0.63
C 0.89 -2.87 0.48
C 0.32 -2.89 1.74
C -1.02 -3.22 1.89
C -1.79 -3.50 0.77
H -2.84 -3.74 0.90
H -1.47 -3.24 2.87
H 0.91 -2.64 2.61
C 2.33 -2.46 0.30
O 2.44 -1.71 -0.90
C 3.55 -0.86 -1.01
C 3.47 0.38 -0.08
N 2.10 0.89 -0.01
C 1.46 0.78 1.17
O 1.99 0.34 2.18
C 0.01 1.25 1.21
H -0.28 1.25 2.26
H -0.08 2.27 0.83
C -0.92 0.32 0.43
N -0.93 0.59 -0.99
C -2.02 0.95 -1.70
O -1.97 1.27 -2.87
C -3.34 0.91 -0.99
C -3.87 -0.31 -0.57
C -5.14 -0.37 -0.03
C -5.89 0.79 0.09
C -5.37 2.01 -0.33
C -4.10 2.06 -0.88
H -3.70 3.00 -1.23
H -5.96 2.91 -0.23
C -7.25 0.73 0.72
F -8.06 1.72 0.32
F -7.18 0.82 2.07
F -7.89 -0.42 0.46
H -5.55 -1.31 0.29
H -3.28 -1.22 -0.68
C 0.33 0.41 -1.69
H 0.12 0.61 -2.74
H 0.66 -0.62 -1.57
C 1.44 1.35 -1.21
H 2.19 1.41 -2.00
H 1.04 2.36 -1.06
H -1.94 0.45 0.81
H -0.62 -0.72 0.61
C 4.50 1.43 -0.52
H 5.44 0.89 -0.69
H 4.21 1.86 -1.48
C 4.78 2.56 0.47
C 5.19 2.04 1.85
H 5.54 2.86 2.47
H 4.34 1.59 2.36
H 5.98 1.30 1.77
C 3.62 3.54 0.60
H 3.93 4.42 1.17
H 2.79 3.08 1.13
H 3.27 3.87 -0.38
H 5.63 3.12 0.06
H 3.70 0.07 0.94
H 3.56 -0.55 -2.05
H 4.48 -1.40 -0.79
H 2.65 -1.87 1.17
H 2.98 -3.35 0.24
H 0.57 -3.16 -1.61
H -1.66 -4.65 -2.24
H -3.09 -3.98 -1.45
H -2.02 -2.94 -2.41
*
```

[3]
A molecular structure, C5H10O. Source: OMol25; level of theory: the ωB97M-V functional and the def2-TZVPD basis.

Properties
E: -271.60141 hartree
energy relative to the best compared isomer or geometry (same formula, charge and spin): 397.0 kJ/mol
E_LUMO: 0.8091 eV
gap between HOMO and LUMO: 8.44 eV

The geometry in ORCA input format:
```
! RIJCOSX wB97M-V def2-TZVPD def2/J DEFGRID3
* xyz 0 1
C 0.31 0.66 -1.49
C -0.02 0.11 -0.12
C -1.51 0.15 0.18
C 0.64 -1.21 0.29
C 0.83 -0.73 1.74
O 0.72 0.91 0.90
H -0.13 1.65 -1.63
H 1.39 0.72 -1.63
H -0.10 -0.01 -2.26
H -1.72 -0.41 1.10
H -2.07 -0.28 -0.65
H -1.85 1.18 0.31
H -0.03 -2.07 0.20
H 1.54 -1.40 -0.31
H 1.91 -0.68 1.96
H 0.10 1.43 1.43
*
```

[4]
A molecular structure, C2H3BeO2. Source: OMol25; level of theory: the ωB97M-V functional and the def2-TZVPD basis.

Properties
E: -242.34731 hartree
energy relative to the best compared isomer or geometry (same formula, charge and spin): 0.0 kJ/mol
E_LUMO (alpha / beta): -13.3014 / -13.4945 eV
gap between HOMO and LUMO (alpha / beta): 7.85 / 8.66 eV

The geometry in ORCA input format:
```
! RIJCOSX wB97M-V def2-TZVPD def2/J DEFGRID3
* xyz 2 2
C 0.16 -0.66 -0.09
C 0.03 0.66 0.38
O -1.09 1.17 0.69
O 1.35 -1.10 -0.39
H 0.94 1.27 0.46
H 1.49 -1.18 -1.34
Be -2.21 1.21 0.24
H -0.68 -1.36 0.04
*
```

[5]
12 unconnected molecules or ions with the total composition C88H192N6O8P2. Source: OMol25; level of theory: the ωB97M-V functional and the def2-TZVPD basis.

Properties
E: -5079.86432 hartree
energy relative to the best compared isomer or geometry (same formula, charge and spin): 684.2 kJ/mol
E_LUMO: -7.7010 eV
gap between HOMO and LUMO: 3.85 eV

The geometry in ORCA input format:
```
! RIJCOSX wB97M-V def2-TZVPD def2/J DEFGRID3
* xyz 4 1
C 0.64 5.35 0.53
C -0.92 5.09 0.54
C -1.30 3.78 -0.16
C -2.82 3.53 0.08
P -3.52 1.88 -0.18
C -2.88 1.31 -1.80
C -3.26 2.12 -3.06
C -4.60 1.76 -3.72
C -4.55 0.72 -4.78
C -3.02 0.85 1.13
C -3.14 -0.71 1.06
C -2.61 -1.62 2.11
C -3.44 -1.56 3.42
C -5.31 2.03 -0.24
C -6.12 0.73 -0.40
C -7.56 0.99 -0.89
C -8.34 2.01 -0.09
H 1.19 4.66 1.17
H 0.71 6.36 0.94
H 1.00 5.32 -0.50
H -1.48 5.91 0.09
H -1.33 5.11 1.55
H -0.75 3.00 0.36
H -0.89 3.77 -1.17
H -3.50 4.20 -0.45
H -2.90 3.68 1.16
H -3.12 0.25 -1.90
H -1.80 1.13 -1.76
H -2.55 2.04 -3.89
H -3.34 3.17 -2.78
H -4.97 2.69 -4.15
H -5.40 1.66 -2.99
H -3.71 1.00 -5.41
H -5.51 0.67 -5.30
H -4.39 -0.23 -4.27
H -3.68 1.13 1.95
H -2.06 1.19 1.52
H -2.70 -1.17 0.17
H -4.18 -0.96 0.83
H -1.59 -1.27 2.30
H -2.54 -2.63 1.71
H -3.59 -0.54 3.75
H -3.09 -2.19 4.24
H -4.47 -1.81 3.16
H -5.44 2.73 -1.06
H -5.62 2.47 0.71
H -6.10 0.18 0.53
H -5.61 0.07 -1.10
H -8.06 0.02 -0.91
H -7.42 1.48 -1.85
H -7.90 3.01 -0.07
H -8.50 1.70 0.94
H -9.29 2.14 -0.59
C 0.85 -4.58 0.51
C 0.59 -5.79 -0.36
C -0.79 -5.74 -1.08
C -0.82 -6.80 -2.22
P -2.48 -7.09 -3.05
C -3.18 -5.43 -3.56
C -2.45 -4.93 -4.89
C -2.57 -3.49 -5.29
C -4.05 -3.14 -5.64
C -2.09 -8.16 -4.53
C -1.66 -9.59 -4.05
C -1.45 -10.65 -5.19
C -2.74 -10.87 -5.97
C -3.60 -7.95 -1.88
C -4.89 -8.26 -2.59
C -5.05 -9.46 -3.49
C -6.45 -10.11 -3.36
H 0.91 -3.62 0.00
H 1.71 -4.61 1.18
H 0.01 -4.57 1.19
H 0.67 -6.75 0.14
H 1.39 -5.90 -1.09
H -0.96 -4.74 -1.48
H -1.52 -6.04 -0.33
H -0.44 -7.77 -1.90
H -0.10 -6.49 -2.98
H -3.01 -4.91 -2.62
H -4.27 -5.54 -3.64
H -2.65 -5.64 -5.70
H -1.41 -4.99 -4.57
H -1.87 -3.35 -6.11
H -2.33 -2.74 -4.54
H -4.70 -3.50 -4.83
H -4.44 -3.62 -6.53
H -4.07 -2.06 -5.78
H -1.30 -7.60 -5.03
H -2.93 -8.22 -5.22
H -2.32 -10.03 -3.30
H -0.68 -9.59 -3.57
H -1.04 -11.57 -4.78
H -0.77 -10.15 -5.88
H -2.89 -10.03 -6.65
H -3.59 -11.08 -5.32
H -2.73 -11.72 -6.65
H -3.80 -7.37 -0.97
H -3.06 -8.82 -1.52
H -5.24 -7.34 -3.07
H -5.70 -8.11 -1.87
H -4.33 -10.26 -3.34
H -4.95 -9.15 -4.53
H -6.72 -10.48 -2.37
H -6.42 -11.08 -3.87
H -7.21 -9.43 -3.74
C 3.98 5.73 -9.21
C 2.59 5.58 -8.58
C 2.58 5.34 -7.09
N 1.19 5.12 -6.46
C 0.33 6.44 -6.74
C 1.15 4.67 -4.96
C -0.05 3.77 -4.79
C -0.39 3.24 -6.14
C 0.58 3.87 -7.13
H 4.33 4.80 -9.65
H 4.70 6.03 -8.44
H 4.00 6.51 -9.97
H 2.15 4.71 -9.07
H 2.09 6.52 -8.80
H 3.03 6.12 -6.48
H 3.05 4.43 -6.71
H 1.03 7.24 -6.52
H -0.48 6.44 -6.00
H 0.09 6.49 -7.80
H 1.26 5.46 -4.21
H 2.00 4.03 -4.72
H -0.84 4.42 -4.43
H 0.13 3.01 -4.03
H -1.30 3.80 -6.38
H -0.47 2.17 -6.30
H 0.21 4.17 -8.10
H 1.41 3.16 -7.22
C 4.37 7.76 4.19
C 3.98 6.28 4.27
C 3.15 5.87 5.58
N 3.11 4.32 5.92
C 4.49 3.69 6.24
C 2.44 3.40 4.89
C 1.68 2.32 5.67
C 1.43 2.84 7.02
C 2.23 4.16 7.22
H 3.59 8.42 3.81
H 5.33 7.94 3.71
H 4.57 8.06 5.22
H 4.86 5.66 4.16
H 3.41 5.97 3.39
H 2.18 6.33 5.40
H 3.64 6.32 6.44
H 5.03 3.37 5.34
H 4.25 2.83 6.87
H 4.95 4.43 6.90
H 3.09 3.05 4.10
H 1.70 4.05 4.41
H 2.49 1.60 5.79
H 0.85 1.87 5.13
H 1.67 2.09 7.77
H 0.39 3.17 7.13
H 2.71 4.22 8.20
H 1.50 4.97 7.12
C 6.95 3.82 -4.64
C 5.88 2.91 -3.96
C 5.67 3.12 -2.41
N 4.83 1.96 -1.74
C 5.54 0.58 -1.86
C 3.34 1.90 -2.34
C 2.66 3.09 -1.75
C 3.29 3.28 -0.40
C 4.51 2.40 -0.28
H 7.95 3.56 -4.29
H 6.81 4.88 -4.46
H 6.92 3.74 -5.73
H 6.21 1.91 -4.24
H 4.94 3.13 -4.46
H 5.20 4.09 -2.22
H 6.59 3.06 -1.83
H 5.01 -0.16 -1.26
H 6.54 0.65 -1.44
H 5.62 0.42 -2.94
H 2.82 1.03 -1.94
H 3.42 1.80 -3.43
H 1.60 2.86 -1.67
H 2.77 3.93 -2.43
H 2.50 2.93 0.26
H 3.44 4.32 -0.13
H 4.27 1.43 0.15
H 5.38 2.78 0.25
C 3.85 -3.67 -1.42
C 3.99 -2.87 -2.83
C 3.01 -1.70 -3.03
N 1.83 -1.97 -4.00
C 2.29 -2.27 -5.47
C 0.92 -0.66 -4.20
C -0.40 -0.93 -3.43
C -0.21 -2.18 -2.69
C 0.82 -2.97 -3.43
H 4.60 -4.46 -1.34
H 2.86 -4.11 -1.38
H 3.94 -2.95 -0.61
H 3.95 -3.55 -3.68
H 4.99 -2.43 -2.79
H 3.40 -0.73 -3.35
H 2.57 -1.46 -2.06
H 3.03 -1.49 -5.66
H 1.52 -2.36 -6.24
H 2.77 -3.25 -5.43
H 0.70 -0.39 -5.23
H 1.49 0.18 -3.80
H -1.26 -0.92 -4.09
H -0.61 -0.17 -2.68
H -1.09 -2.82 -2.64
H -0.04 -2.08 -1.62
H 0.32 -3.38 -4.30
H 1.37 -3.80 -2.98
C -8.82 3.32 8.32
C -7.72 2.63 7.48
C -6.31 2.74 8.08
N -5.16 2.08 7.23
C -5.06 2.62 5.78
C -5.32 0.62 7.28
C -3.87 -0.02 7.03
C -2.89 1.12 7.24
C -3.77 2.19 7.85
H -9.45 2.58 8.81
H -9.37 3.96 7.63
H -8.42 4.04 9.03
H -7.64 3.13 6.51
H -7.92 1.57 7.31
H -6.35 2.25 9.06
H -6.00 3.78 8.16
H -6.02 2.71 5.27
H -4.32 2.04 5.22
H -4.68 3.64 5.85
H -6.12 0.39 6.57
H -5.62 0.35 8.29
H -3.88 -0.39 6.01
H -3.65 -0.89 7.65
H -2.35 1.45 6.36
H -2.09 0.82 7.92
H -3.55 3.21 7.53
H -3.78 2.15 8.94
C 3.76 -5.68 3.58
C 3.93 -4.21 3.81
C 4.33 -3.42 2.56
N 4.75 -1.91 2.84
C 3.63 -1.20 3.71
C 5.01 -1.22 1.54
C 6.33 -1.74 0.98
C 7.14 -2.10 2.21
C 6.17 -1.86 3.41
H 4.62 -6.11 3.07
H 2.90 -5.87 2.93
H 3.52 -6.23 4.49
H 4.57 -3.93 4.65
H 2.94 -3.86 4.11
H 3.51 -3.24 1.86
H 5.14 -3.96 2.08
H 3.94 -0.19 3.95
H 3.53 -1.76 4.64
H 2.66 -1.18 3.20
H 5.13 -0.18 1.87
H 4.09 -1.32 0.97
H 6.84 -1.02 0.34
H 6.22 -2.63 0.37
H 7.99 -1.41 2.28
H 7.44 -3.15 2.22
H 6.20 -0.82 3.76
H 6.21 -2.57 4.23
C 1.03 1.01 2.07
C 1.04 0.25 0.67
O 0.19 0.65 -0.11
O 1.93 -0.56 0.28
H 0.55 1.99 2.02
H 2.03 1.11 2.49
H 0.45 0.53 2.85
C -1.48 3.51 4.12
C -1.38 4.69 5.08
O -0.35 5.43 5.17
O -2.37 4.84 5.82
H -0.62 3.38 3.46
H -2.24 3.76 3.38
H -1.68 2.52 4.51
C 7.64 3.37 3.82
C 6.59 2.65 2.98
O 7.04 1.79 2.23
O 5.38 2.99 2.95
H 8.26 4.09 3.29
H 8.30 2.63 4.27
H 7.18 3.98 4.59
C -0.43 -1.51 5.74
C 0.74 -1.78 6.66
O 1.46 -2.80 6.49
O 0.89 -1.04 7.68
H -0.18 -0.95 4.84
H -1.27 -0.98 6.18
H -0.80 -2.50 5.47
*
```

[6]
A single C5H5N3O molecule. Source: OMol25; level of theory: the ωB97M-V functional and the def2-TZVPD basis.

Properties
E: -433.04375 hartree
energy relative to the best compared isomer or geometry (same formula, charge and spin): 0.0 kJ/mol
E_LUMO: 0.1769 eV
SMILES string: NC(=O)c1cnccn1
gap between HOMO and LUMO: 9.76 eV

The geometry in ORCA input format:
```
! RIJCOSX wB97M-V def2-TZVPD def2/J DEFGRID3
* xyz 0 1
C -1.85 -0.32 -0.01
C -0.30 -0.27 -0.04
C 0.48 -1.38 0.00
C 2.39 -0.14 0.03
C 1.60 0.97 -0.03
H -3.37 0.92 0.26
H -1.81 1.71 0.15
H 0.11 -2.46 0.00
H 3.47 -0.14 -0.21
H 2.08 1.92 -0.03
N -2.43 0.90 -0.01
N 1.82 -1.28 0.03
N 0.28 0.91 -0.07
O -2.45 -1.35 -0.06
*
```

[7]
A molecular structure, C7H10. Source: OMol25; level of theory: the ωB97M-V functional and the def2-TZVPD basis.

Properties
E: -272.46195 hartree
energy relative to the best compared isomer or geometry (same formula, charge and spin): 672.3 kJ/mol
E_LUMO: 0.5861 eV
gap between HOMO and LUMO: 7.43 eV

The geometry in ORCA input format:
```
! RIJCOSX wB97M-V def2-TZVPD def2/J DEFGRID3
* xyz 0 1
C 1.49 -0.89 -0.46
C 0.20 -0.73 0.81
C -1.18 -0.94 0.18
C -1.25 0.33 -0.61
C -0.43 1.37 0.14
C 0.12 0.71 1.37
C 0.20 0.53 -0.92
H 2.34 -0.78 0.22
H 1.29 -1.95 -0.65
H 1.87 -0.51 -1.42
H -1.95 -1.05 0.96
H -1.21 -1.84 -0.46
H -2.04 0.63 -1.30
H -0.62 2.44 0.01
H -0.54 0.72 2.25
H 1.10 1.10 1.67
H 0.60 0.91 -1.86
*
```

[8]
A molecular structure, C15H21FeN2O3. Source: OMol25; level of theory: the ωB97M-V functional and the def2-TZVPD basis.

Properties
E: -2182.91175 hartree
energy relative to the best compared isomer or geometry (same formula, charge and spin): 0.0 kJ/mol
E_LUMO (alpha / beta): 2.8207 / 2.8047 eV
gap between HOMO and LUMO (alpha / beta): 3.24 / 6.75 eV

The geometry in ORCA input format:
```
! RIJCOSX wB97M-V def2-TZVPD def2/J DEFGRID3
* xyz -1 5
O -0.71 3.15 -1.52
C -0.61 2.14 -0.96
Fe -0.64 0.93 0.41
C -2.20 1.58 0.84
O -3.13 2.13 1.24
C -0.03 2.09 1.59
O 0.09 2.98 2.33
C 1.34 -0.22 -0.06
C 1.69 -0.63 1.32
C 0.52 -1.08 2.22
C -0.77 -0.40 1.86
C -1.56 -0.95 0.79
C -0.97 -1.24 -0.43
C 0.21 -0.55 -0.82
H 2.16 0.28 -0.59
H 2.47 -1.42 1.29
H 2.17 0.23 1.82
H 0.42 -2.18 2.18
H 0.75 -0.86 3.28
H -1.32 0.01 2.71
H -2.63 -1.17 0.98
H -1.53 -1.77 -1.20
H 0.28 -0.26 -1.89
N 2.92 -2.97 -1.95
C 4.04 -2.40 -2.70
C 4.44 -1.05 -2.14
C 5.89 -0.66 -2.50
C 6.55 -0.21 -1.17
C 5.64 -0.81 -0.07
N 4.32 -0.95 -0.69
H 2.14 -2.31 -1.93
H 2.61 -3.83 -2.38
H 4.89 -3.09 -2.61
H 3.80 -2.27 -3.77
H 3.76 -0.32 -2.61
H 6.44 -1.51 -2.91
H 5.91 0.14 -3.25
H 7.59 -0.53 -1.07
H 6.54 0.89 -1.13
H 6.07 -1.79 0.25
H 5.64 -0.17 0.82
H 3.78 -1.70 -0.26
*
```

[9]
2 unconnected molecules or ions with the total composition C5H3Cl2F2NO2. Source: OMol25; level of theory: the ωB97M-V functional and the def2-TZVPD basis.

Properties
E: -1517.55052 hartree
energy relative to the best compared isomer or geometry (same formula, charge and spin): 0.0 kJ/mol
E_LUMO (alpha / beta): -1.3506 / -1.4537 eV
gap between HOMO and LUMO (alpha / beta): 7.75 / 7.58 eV

The geometry in ORCA input format:
```
! RIJCOSX wB97M-V def2-TZVPD def2/J DEFGRID3
* xyz 0 1
C -3.08 -1.76 -1.73
C -0.78 0.86 -1.82
C 0.46 0.11 0.02
C -3.29 -0.80 -0.78
C -1.00 0.72 -3.24
N -2.92 -2.57 -2.54
O -1.44 1.60 -1.12
O 0.22 0.07 -1.39
F -2.81 -0.96 0.46
F -0.26 -0.13 -3.96
Cl -4.10 0.65 -1.07
Cl -2.23 1.49 -4.06
H 0.42 1.14 0.38
H 1.45 -0.31 0.16
H -0.28 -0.48 0.55
*
```

[10]
2 unconnected molecules or ions with the total composition CH4INO. Source: OMol25; level of theory: the ωB97M-V functional and the def2-TZVPD basis.

Properties
E: -468.11661 hartree
energy relative to the best compared isomer or geometry (same formula, charge and spin): 0.0 kJ/mol
E_LUMO: 0.0025 eV
SMILES string: C=O.NI
gap between HOMO and LUMO: 8.73 eV

The geometry in ORCA input format:
```
! RIJCOSX wB97M-V def2-TZVPD def2/J DEFGRID3
* xyz 0 1
C -1.61 0.46 -0.07
N 1.51 -0.84 0.07
O -0.85 0.88 0.75
I 3.06 0.48 -0.10
H -1.51 -0.69 -0.25
H -2.34 1.20 -0.58
H 0.89 -0.75 -0.72
H 0.86 -0.74 0.89
*
```